ORCA calculation (ωB97M-V/def2-TZVPD) on C35H44As2BaN5O2 as an isolated structure at a distorted geometry.

Geometry as XYZ:
```
89
Properties=species:S:1:pos:R:3:forces:R:3:lowdin_charge:R:1
Ba 0.0000 0.0000 0.0000 0.1 -0.3 0.1 1.29
C -2.2639 -3.6520 -0.7576 -0.3 -0.3 0.1 -0.43
C -3.4110 -2.6007 -0.7486 0.1 -0.3 -0.1 -0.42
As -3.3202 -1.0086 0.4988 -0.2 -0.8 -0.2 1.21
C -5.1586 -0.3759 0.2374 -0.1 0.1 -0.1 -0.42
C -6.2669 -1.2375 0.2985 -0.1 0.6 -0.2 -0.12
C -7.5585 -0.7361 0.1078 0.5 0.3 0.0 -0.07
C -7.7516 0.6245 -0.1470 0.5 -0.1 0.1 -0.08
C -6.6529 1.4853 -0.2112 0.0 -0.5 0.1 -0.08
C -5.3607 0.9861 -0.0207 -0.4 -0.3 0.0 -0.12
C -3.4698 -1.9175 2.2362 -0.2 -0.1 0.3 -0.39
C -2.3921 -2.6995 2.6765 -0.4 -0.1 0.2 -0.16
C -2.4438 -3.3474 3.9143 -0.4 0.3 -0.2 -0.07
C -3.5710 -3.2124 4.7275 0.1 0.2 -0.4 -0.08
C -4.6432 -2.4230 4.3061 0.5 0.0 -0.3 -0.08
C -4.5938 -1.7740 3.0683 0.5 -0.3 0.2 -0.11
As -0.4560 -3.1399 -1.4928 -0.7 -0.2 0.0 1.20
C 0.4286 -4.8927 -1.5711 0.0 -0.2 0.2 -0.41
C -0.1443 -6.0631 -1.0455 0.6 0.1 -0.3 -0.10
C 0.5421 -7.2797 -1.1283 0.3 0.4 -0.2 -0.07
C 1.8023 -7.3363 -1.7293 -0.3 0.4 0.0 -0.08
C 2.3803 -6.1754 -2.2472 -0.5 0.1 0.2 -0.08
C 1.6971 -4.9588 -2.1666 -0.2 -0.4 0.3 -0.14
C -1.0048 -2.9486 -3.3700 0.0 -0.2 -0.3 -0.39
C -1.6888 -1.7831 -3.7445 0.2 -0.5 -0.5 -0.16
C -2.0908 -1.5908 -5.0694 0.2 -0.4 0.1 -0.08
C -1.8100 -2.5621 -6.0328 0.1 -0.1 0.4 -0.08
C -1.1270 -3.7257 -5.6711 -0.1 0.4 0.4 -0.07
C -0.7244 -3.9212 -4.3459 -0.4 0.6 -0.2 -0.09
H -2.6136 -4.4849 -1.4032 0.2 0.4 0.4 0.08
H -2.1375 -4.0574 0.2638 0.1 0.2 -0.5 0.05
H -4.3228 -3.1598 -0.4633 0.4 0.3 -0.1 0.07
H -3.5720 -2.2283 -1.7785 0.0 0.0 0.5 0.05
H -6.1405 -2.2902 0.5028 0.1 -0.1 0.0 0.10
H -8.4103 -1.4022 0.1593 0.0 0.0 0.0 0.11
H -8.7517 1.0115 -0.2931 0.0 0.0 0.0 0.10
H -6.8021 2.5391 -0.4072 0.0 0.0 0.0 0.10
H -4.5152 1.6605 -0.0710 0.1 0.0 0.0 0.08
H -1.5064 -2.8017 2.0645 0.1 0.1 0.1 0.00
H -1.6078 -3.9506 4.2443 0.0 0.0 0.0 0.11
H -3.6095 -3.7112 5.6873 0.0 0.0 0.0 0.10
H -5.5120 -2.3093 4.9415 0.0 0.0 0.0 0.10
H -5.4307 -1.1590 2.7798 -0.1 0.1 -0.1 0.09
H -1.1127 -6.0517 -0.5718 -0.1 0.1 0.0 0.09
H 0.0967 -8.1797 -0.7246 0.0 0.0 0.0 0.10
H 2.3314 -8.2782 -1.7915 0.0 0.0 0.0 0.10
H 3.3579 -6.2173 -2.7104 0.0 0.0 0.0 0.10
H 2.1540 -4.0642 -2.5706 0.0 0.1 0.0 0.10
H -1.9050 -1.0194 -3.0086 -0.1 0.1 0.1 0.08
H -2.6181 -0.6881 -5.3491 0.0 0.0 0.0 0.10
H -2.1196 -2.4126 -7.0591 0.0 0.0 0.0 0.10
H -0.9076 -4.4770 -6.4188 0.0 0.0 0.0 0.11
H -0.2003 -4.8306 -4.1001 0.1 -0.1 0.2 0.09
C -2.1747 4.9398 -1.1590 0.1 0.1 -0.4 -0.07
N -1.6333 4.6060 0.1337 0.2 -0.4 0.0 0.01
C -1.0700 3.3798 0.3329 -0.3 1.2 0.6 -0.64
N -0.5338 3.2624 1.5741 0.2 -0.6 0.9 0.17
O -1.0323 2.4672 -0.4769 -0.2 -0.5 -0.8 -0.15
H -2.6679 5.9119 -1.0895 0.0 -0.2 -0.1 0.09
H -2.8946 4.1762 -1.4667 0.1 0.2 0.0 0.09
H -1.3601 4.9860 -1.8870 -0.3 0.1 -0.2 0.09
H -1.1978 5.3505 0.6582 -0.2 -0.1 0.0 0.14
H -1.0537 3.6974 2.3221 0.2 0.0 0.0 0.12
H -0.2224 2.3202 1.7760 0.2 0.4 0.3 0.05
C 3.8485 3.0637 2.3461 -0.2 0.7 -0.4 -0.04
N 3.6125 1.6706 2.6931 -0.6 -0.8 -0.3 -0.18
C 4.4147 1.0141 3.7098 0.4 -0.7 0.7 -0.05
C 2.6335 0.9590 2.0688 1.6 1.1 1.0 -0.34
O 1.9335 1.4698 1.2070 -1.0 0.4 -1.1 -0.23
H 4.6768 3.5035 2.9406 -0.6 -0.6 -0.3 0.10
H 2.9318 3.6606 2.5398 0.5 -0.3 -0.3 0.10
H 4.1167 3.1439 1.2711 -0.3 0.1 0.6 0.10
H 5.1758 1.6970 4.1424 -0.6 -0.4 -0.4 0.10
H 4.9442 0.1435 3.2667 -0.2 0.5 0.4 0.10
H 3.7599 0.6601 4.5347 0.5 0.1 -0.4 0.10
H 2.4613 -0.0812 2.3317 0.3 -0.3 0.5 0.09
C 4.4839 1.6478 -4.0761 0.4 0.1 0.1 -0.01
N 3.1701 1.2314 -3.6594 -0.3 -0.2 0.7 -0.14
C 2.0961 0.9893 -4.4660 -0.7 -0.2 0.6 -0.04
C 1.0861 0.6232 -3.6063 -0.2 0.0 -0.6 -0.14
N 1.5233 0.6386 -2.3067 0.1 0.0 -0.2 -0.09
C 2.7825 1.0089 -2.3698 0.3 0.1 -0.6 -0.17
H 4.5085 1.7479 -5.1642 0.0 0.0 0.3 0.10
H 5.2047 0.8911 -3.7561 0.1 0.2 -0.2 0.10
H 4.7066 2.6105 -3.6090 0.2 -0.1 -0.2 0.10
H 2.1300 1.0911 -5.5413 0.0 0.0 0.2 0.13
H 0.0686 0.3496 -3.8536 0.2 0.0 0.0 0.09
H 3.4470 1.1290 -1.5240 0.0 0.0 -0.2 0.13
H 0.3485 -1.5005 2.1076 0.1 0.5 -0.5 -0.22
```
Positions in Å, forces in eV/Å.

Its frontier orbital gap is 6.87 eV. The net charge is +1. For the LUMO energy, the calculation gives -0.069 Ha.


ORCA calculation (ωB97M-V/def2-TZVPD) on a 2-piece molecular cluster, C3H9NO2 overall at a distorted geometry.

Geometry as XYZ:
```
15
Properties=species:S:1:pos:R:3:forces:R:3:lowdin_charge:R:1
C -1.4515 -2.3972 -0.0594 -0.8 1.0 -0.8 -0.07
N -1.8733 -1.1065 0.5282 0.3 -0.7 0.7 -0.01
C -1.2341 0.0798 0.2636 -0.5 0.2 -0.5 -0.56
C -1.1775 0.4771 -1.1766 0.3 1.2 -3.3 -0.03
O -0.8635 0.8268 1.1398 -0.1 0.2 0.1 0.07
H -2.1985 -2.6582 -0.8107 0.1 -0.5 0.1 0.08
H -0.4974 -2.3228 -0.5797 0.1 0.0 0.3 0.08
H -1.4222 -3.1171 0.7452 0.1 -0.3 -0.1 0.08
H -2.0249 -1.2066 1.5224 0.1 0.2 0.0 0.12
H -2.0741 0.7363 -1.7808 -0.7 -0.3 1.5 0.09
H -0.8184 -0.1786 -1.9866 0.6 -0.7 1.0 0.08
H -0.6298 1.4036 -1.3860 0.4 -0.2 0.9 0.08
O 5.3635 3.3122 1.4593 -1.2 0.9 1.6 -0.05
H 4.6458 2.9513 0.9372 0.8 -0.3 -0.5 0.03
H 6.2560 3.2001 1.1840 0.4 -0.6 -1.0 0.01
```
Positions in Å, forces in eV/Å.

Its frontier orbital gap is 10.45 eV. The SMILES is CNC(C)=O.O. For the LUMO energy, the calculation gives 0.030 Ha. Its energy above the lowest of the compared OMol25 structures with the same formula, charge and spin is 149.59 kJ/mol.


ORCA calculation (ωB97M-V/def2-TZVPD) on a 4-piece molecular cluster, CH9NO4 overall at a distorted geometry.

Geometry as XYZ:
```
15
Properties=species:S:1:pos:R:3:forces:R:3:lowdin_charge:R:1
N 2.1791 0.5790 -1.4439 -2.0 -0.6 0.0 0.13
C 1.0746 0.9002 -2.2330 0.2 1.8 0.6 -0.32
O -0.1335 1.0210 -1.9599 2.9 -1.1 -0.2 -0.01
H 3.0437 1.0740 -1.4289 0.3 0.4 -1.1 0.09
H 2.0483 0.1809 -0.5511 -0.7 -0.5 1.2 0.07
H 1.5100 1.2144 -3.1952 -0.7 0.0 -0.3 0.12
O -2.0758 0.0109 -0.2263 -0.8 0.2 0.0 -0.08
H -3.0118 0.2514 -0.3864 1.0 -0.1 0.1 0.07
H -1.5125 0.6548 -0.6996 -0.2 -0.4 0.0 0.01
O 1.0047 -0.3416 2.2097 -2.1 0.7 -2.9 -0.15
H 0.4551 0.0007 1.3807 2.0 -0.6 2.5 0.07
H 0.2823 -0.9601 2.4764 0.6 0.3 0.2 -0.01
O -1.3971 -1.3421 2.2422 -0.5 1.4 -1.7 -0.08
H -1.7306 -2.1851 2.4923 -0.6 -1.0 -0.1 0.03
H -1.7365 -1.0584 1.3231 0.5 -0.7 1.7 0.06
```
Positions in Å, forces in eV/Å.

Its frontier orbital gap is 11.10 eV. The SMILES is NC=O.O.O.O. For the LUMO energy, the calculation gives 0.025 Ha. Its energy above the lowest of the compared OMol25 structures with the same formula, charge and spin is 123.02 kJ/mol.


ORCA calculation (ωB97M-V/def2-TZVPD) on C4H12MgO4 as an isolated structure at a distorted geometry.

Geometry as XYZ:
```
21
Properties=species:S:1:pos:R:3:forces:R:3:lowdin_charge:R:1
Mg 0.2383 0.4152 0.0000 0.9 0.8 -0.1 0.65
C -0.0828 -2.2860 -1.5353 0.0 0.4 0.0 -0.40
O 0.3555 -1.0180 -1.3428 0.1 0.1 0.1 -0.38
H 0.4320 -2.7717 -2.3988 -0.1 -0.2 0.0 0.04
H 0.0817 -2.9498 -0.6562 -0.1 -0.1 -0.1 0.05
H -1.1739 -2.3360 -1.7633 0.0 -0.2 0.0 0.04
C 0.1446 3.1150 -1.7311 -0.1 0.3 -0.2 -0.43
O 0.6437 2.2176 -0.8797 0.2 -0.8 0.5 -0.37
H -0.3129 2.6708 -2.6538 -0.1 0.1 0.1 0.04
H -0.6379 3.7831 -1.2778 0.0 -0.1 -0.2 0.04
H 0.9163 3.8381 -2.1279 -0.1 -0.1 0.0 0.03
C 2.3653 -0.6528 2.0088 -0.3 0.3 -0.3 -0.41
O 1.7513 0.3755 1.3753 -0.4 0.0 -0.4 -0.39
H 2.6200 -1.4961 1.3272 0.1 -0.1 0.1 0.05
H 3.3250 -0.3273 2.4758 0.1 -0.2 0.1 0.03
H 1.7399 -1.0799 2.8293 0.2 -0.2 0.1 0.04
C -2.4730 -0.2957 1.2676 -0.4 -0.5 0.1 -0.41
O -1.4852 0.4985 0.8364 -0.1 0.2 0.0 -0.36
H -3.4934 0.1696 1.2112 0.1 0.0 0.0 0.04
H -2.5897 -1.2552 0.6968 0.1 0.1 0.1 0.05
H -2.3649 -0.6151 2.3384 -0.1 0.0 -0.1 0.04
```
Positions in Å, forces in eV/Å.

Its frontier orbital gap is 6.68 eV. The net charge is -2. For the LUMO energy, the calculation gives 0.229 Ha. Its energy above the lowest of the compared OMol25 structures with the same formula, charge and spin is 0.00 kJ/mol.


ORCA calculation (ωB97M-V/def2-TZVPD) on C18H21AsCoN2O6S4 as an isolated structure at a distorted geometry.

Geometry as XYZ:
```
53
Properties=species:S:1:pos:R:3:forces:R:3:lowdin_charge:R:1
Co -0.4159 -0.2725 0.1731 -1.9 0.9 0.4 0.21
C -0.4779 0.2212 3.4625 -0.1 -0.1 -0.1 -0.40
C -0.4565 -1.2912 3.2756 0.1 0.1 -0.1 -0.44
S -1.2668 -1.8665 1.7537 0.4 0.1 -0.1 1.00
C -3.0033 -1.4086 2.0666 0.1 0.1 0.0 -0.43
C -3.6278 -0.7215 0.8672 0.0 0.0 0.0 -0.44
S -2.6432 0.6476 0.2135 0.7 -0.3 0.0 1.04
C -2.6168 1.8297 1.5968 0.0 0.0 0.0 -0.42
C -1.2211 2.3918 1.7981 0.0 -0.1 -0.1 -0.44
S 0.0673 1.1323 1.9721 0.0 -0.3 -0.2 1.04
H 0.1927 0.4957 4.2760 0.0 0.0 0.0 0.10
H -1.4736 0.5718 3.7303 0.0 0.0 0.0 0.07
H -0.9330 -1.7915 4.1186 0.0 0.0 0.0 0.10
H 0.5625 -1.6601 3.1824 -0.1 0.0 0.0 0.07
H -3.0353 -0.7708 2.9489 0.0 0.0 0.0 0.08
H -3.5512 -2.3202 2.3013 0.0 0.0 0.0 0.10
H -4.6302 -0.3649 1.1058 0.0 0.1 0.0 0.10
H -3.7195 -1.4085 0.0244 0.0 0.0 0.0 0.09
H -2.9889 1.3323 2.4905 0.0 0.0 0.0 0.07
H -3.3085 2.6363 1.3553 0.0 0.0 0.0 0.10
H -1.1872 3.0569 2.6610 0.0 0.0 0.0 0.11
H -0.8995 2.9523 0.9199 0.0 0.0 0.0 0.09
O 1.0443 3.2406 -2.0820 0.0 0.0 0.1 -0.24
As 1.2144 1.4982 -1.8639 0.2 0.3 0.1 0.95
O 0.9980 0.8006 -3.3048 0.0 -0.2 -0.2 -0.41
O -0.0998 1.2998 -0.7527 -0.1 -0.2 0.2 -0.56
C 2.8307 1.5098 -0.7854 -0.1 0.0 -0.1 -0.22
C 3.5816 2.6797 -0.7928 0.0 0.1 0.0 -0.07
C 4.7164 2.7892 -0.0004 0.0 0.0 0.0 -0.05
C 5.1095 1.7368 0.8123 0.0 0.0 0.0 -0.04
C 4.3685 0.5650 0.8256 0.1 0.0 0.0 -0.04
C 3.2371 0.4588 0.0341 0.0 -0.1 0.0 -0.27
S 2.3584 -1.0792 0.0603 0.2 0.0 0.2 0.53
O 1.4264 -0.9521 -1.0749 0.0 0.0 -0.1 -0.38
O 3.3043 -2.1452 0.0170 0.0 0.0 0.0 -0.24
O 1.4826 -1.0874 1.2699 0.2 0.0 -0.1 -0.45
H 0.7916 3.4030 -3.0000 0.0 -0.1 0.0 0.06
H 3.2757 3.5079 -1.4158 0.0 0.0 0.0 0.10
H 5.2955 3.7022 -0.0258 0.0 0.0 0.0 0.11
H 5.9967 1.8205 1.4248 0.0 0.0 0.0 0.12
H 4.6763 -0.2808 1.4261 0.0 0.0 0.0 0.12
N -1.7013 -3.9074 -6.0361 0.0 0.0 0.0 0.20
C -1.5477 -3.3499 -5.0452 0.0 0.0 -0.1 -0.15
C -1.3682 -2.6475 -3.8078 0.0 0.1 0.2 -0.18
C -1.5833 -1.2796 -3.7378 0.0 -0.1 0.0 0.04
C -1.3983 -0.6440 -2.5250 -0.1 0.1 0.0 -0.11
N -1.0381 -1.3017 -1.4204 0.2 0.1 0.0 -0.04
C -0.7972 -2.6190 -1.4978 0.0 -0.1 0.1 -0.09
C -0.9649 -3.3314 -2.6616 0.0 0.0 0.0 0.04
H -1.8577 -0.7068 -4.6106 0.0 0.0 0.0 0.14
H -1.5130 0.4256 -2.4377 0.0 0.0 0.0 0.10
H -0.4411 -3.1053 -0.5997 0.0 0.0 0.0 0.11
H -0.7635 -4.3919 -2.6855 0.0 0.0 0.0 0.14
```
Positions in Å, forces in eV/Å.

Its frontier orbital gap (alpha / beta) is 7.36 / 7.39 eV. The net charge is +1. For the LUMO energy (alpha / beta), the calculation gives -0.178 / -0.177 Ha. Its energy above the lowest of the compared OMol25 structures with the same formula, charge and spin is 111.27 kJ/mol.


Repeat the third record exactly.
ORCA calculation (ωB97M-V/def2-TZVPD) on a 4-piece molecular cluster, CH9NO4 overall at a distorted geometry.

Geometry as XYZ:
```
15
Properties=species:S:1:pos:R:3:forces:R:3:lowdin_charge:R:1
N 2.1791 0.5790 -1.4439 -2.0 -0.6 0.0 0.13
C 1.0746 0.9002 -2.2330 0.2 1.8 0.6 -0.32
O -0.1335 1.0210 -1.9599 2.9 -1.1 -0.2 -0.01
H 3.0437 1.0740 -1.4289 0.3 0.4 -1.1 0.09
H 2.0483 0.1809 -0.5511 -0.7 -0.5 1.2 0.07
H 1.5100 1.2144 -3.1952 -0.7 0.0 -0.3 0.12
O -2.0758 0.0109 -0.2263 -0.8 0.2 0.0 -0.08
H -3.0118 0.2514 -0.3864 1.0 -0.1 0.1 0.07
H -1.5125 0.6548 -0.6996 -0.2 -0.4 0.0 0.01
O 1.0047 -0.3416 2.2097 -2.1 0.7 -2.9 -0.15
H 0.4551 0.0007 1.3807 2.0 -0.6 2.5 0.07
H 0.2823 -0.9601 2.4764 0.6 0.3 0.2 -0.01
O -1.3971 -1.3421 2.2422 -0.5 1.4 -1.7 -0.08
H -1.7306 -2.1851 2.4923 -0.6 -1.0 -0.1 0.03
H -1.7365 -1.0584 1.3231 0.5 -0.7 1.7 0.06
```
Positions in Å, forces in eV/Å.

Its frontier orbital gap is 11.10 eV. The SMILES is NC=O.O.O.O. For the LUMO energy, the calculation gives 0.025 Ha. Its energy above the lowest of the compared OMol25 structures with the same formula, charge and spin is 123.02 kJ/mol.


> What is the formula in the first record?

C35H44As2BaN5O2